# C13H24BBrF2N2O8P

2 unconnected molecules or ions with the total composition C13H24BBrF2N2O8P (ωB97M-V/def2-TZVPD, the OMol25 dataset).

Structure (XYZ):
```
52
Properties=species:S:1:pos:R:3:forces:R:3
N -1.66748 0.27069 -1.18855 -3.202 -3.476 -2.818
C -2.49452 -0.45862 -2.05273 2.143 2.268 2.875
C -3.05155 0.24368 -3.41982 -0.737 0.687 1.812
B -2.25854 -0.26019 -4.81161 -0.474 2.467 2.067
Br -3.32233 0.65577 -6.30125 -0.375 0.269 -0.614
C -0.80793 0.47089 -4.79215 2.014 1.431 -0.284
C 0.51106 -0.44641 -4.56985 1.320 0.578 -0.493
C 0.59779 -1.28232 -3.16851 -2.266 -5.229 1.963
O -0.05690 -2.40191 -2.85222 4.075 7.361 -2.078
O 1.55997 -0.78016 -2.13185 -0.200 -0.838 -4.003
N -2.30739 -1.75298 -4.84524 -1.404 -4.813 -1.739
C -3.68452 -2.33977 -4.62654 -6.114 -0.191 -4.758
O -4.68969 -2.32610 -5.54609 7.356 -0.363 6.959
F -4.06369 -3.00751 -3.32485 1.920 2.236 -3.600
C -1.77015 -2.40439 -6.08397 -1.989 -0.811 -6.365
O -2.23527 -2.33433 -7.33068 3.618 -0.516 8.910
F -0.58513 -3.32376 -5.89186 -3.268 2.788 -0.089
H -1.41495 -0.35565 -0.36617 -0.397 0.737 -1.362
H -2.73369 -1.56133 -1.68747 0.237 2.257 -1.395
H -4.23621 0.16413 -3.53509 2.415 -0.207 0.537
H -2.84716 1.41424 -3.30299 -0.421 -2.606 -0.128
H -0.66828 1.04034 -5.83182 0.077 -1.337 2.203
H -0.77520 1.33950 -3.97414 -0.154 -1.974 -1.671
H 0.65211 -1.11376 -5.54915 -0.320 0.892 2.584
H 1.45312 0.28776 -4.58058 -1.916 -1.584 0.169
H 2.40024 -0.61978 -2.69172 -1.905 -0.010 1.349
O 2.70337 -0.50576 4.21453 1.444 3.973 1.903
P 1.76991 0.69770 3.93601 -5.272 -6.592 -5.320
O 0.39333 -0.07079 4.44470 0.129 0.201 1.013
C 0.25351 -0.38634 5.81849 -0.269 -0.225 0.026
C 0.01237 0.85568 6.65110 -0.054 0.157 0.150
O 1.58527 0.38894 2.31070 0.779 1.471 0.805
C 2.56739 -0.34573 1.59658 0.300 -0.546 -0.338
C 2.22028 -1.82574 1.57207 -0.322 -0.154 -0.061
O 0.72691 2.04239 3.62481 3.251 0.989 1.772
C 1.03496 3.27014 4.26568 -0.295 0.687 -0.112
C 2.51411 3.60344 4.26618 -0.004 0.022 -0.182
H 1.13003 -0.93268 6.17813 0.029 -0.005 -0.021
H -0.60966 -1.05359 5.91001 0.104 0.052 -0.182
H 0.91489 1.47340 6.68732 0.047 0.040 0.074
H -0.25464 0.59077 7.67880 0.065 0.043 -0.082
H -0.79046 1.46424 6.22326 0.058 -0.150 0.041
H 3.56580 -0.16958 2.01120 -0.182 -0.135 0.061
H 2.58329 0.03561 0.56996 -0.217 0.067 0.155
H 2.01044 -2.21861 2.57073 0.219 0.159 -0.009
H 3.03462 -2.40701 1.13087 -0.077 0.053 -0.013
H 1.31216 -1.99054 0.97842 0.262 0.080 -0.007
H 0.64297 3.25399 5.28394 0.007 0.082 0.136
H 0.49213 4.05416 3.72626 -0.015 -0.190 -0.011
H 3.08165 2.88275 4.86467 0.025 -0.052 0.127
H 2.68075 4.59667 4.69118 0.049 -0.106 -0.018
H 2.92091 3.57847 3.25129 -0.092 0.065 0.060
```
Forces are in eV/Å.

Results
LUMO (eV): -0.14
Gap between HOMO and LUMO (eV): 5.64
Net charge: -1
Electronic energy (Ha): -4361.0142
E_HOMO (eV): -5.8



# C13H24Cl2EuNO4P2

A molecular structure, C13H24Cl2EuNO4P2 (ωB97M-V/def2-TZVPD, the OMol25 dataset).

Structure (XYZ):
```
47
Properties=species:S:1:pos:R:3:forces:R:3
Eu 0.13605 0.75578 0.60651 0.826 -2.213 -1.574
P 2.37858 -1.12472 0.82250 0.032 -0.388 0.137
C 2.20611 -0.80668 -0.95464 0.428 1.020 -1.368
C 0.99641 -1.37659 -1.66311 1.263 -0.539 0.576
N -0.18491 -0.93140 -1.21737 -0.385 -0.034 -0.058
C -1.30481 -1.41272 -1.73786 -1.240 -0.850 -0.982
C -1.30583 -2.40105 -2.74653 -0.006 0.658 0.467
C -0.07887 -2.87700 -3.20048 -0.336 0.010 -0.048
C 1.09244 -2.37119 -2.64423 -0.603 0.387 0.156
C -2.65994 -0.89715 -1.24508 0.320 -0.149 -0.046
P -2.58148 0.73354 -0.37100 -1.043 -0.416 -0.830
H 2.05269 -2.73040 -2.96551 0.234 -0.003 -0.020
H -2.27040 -2.73811 -3.14748 0.592 0.050 0.136
H -0.06196 -3.63413 -3.98887 0.143 0.228 0.307
H -3.34284 -0.79801 -2.10987 0.198 -0.176 0.436
H -3.10155 -1.62053 -0.53532 0.180 0.184 -0.334
H 2.15170 0.46164 -1.01893 0.226 -2.542 -0.178
H 3.13155 -1.13320 -1.46148 -0.349 0.112 0.061
H 0.86919 2.73847 -0.60591 1.451 -0.482 -0.877
O 1.75890 1.83277 -1.04980 -0.256 1.249 -1.285
H 1.92670 2.14180 -1.96536 0.079 -0.455 0.812
H 0.19884 2.54580 1.35076 0.121 3.727 2.941
O 0.28532 3.18467 0.11610 -2.409 1.522 1.040
H -0.36694 3.85633 -0.19488 0.751 -0.774 0.561
C -2.81654 1.84623 -1.81145 0.128 0.347 -0.019
H -3.81853 1.70361 -2.24188 0.321 0.030 0.090
H -2.72159 2.88769 -1.47042 -0.073 -0.227 -0.250
H -2.06043 1.65318 -2.58635 -0.151 0.088 0.254
C -4.25481 0.76452 0.35852 -0.139 0.216 0.452
H -4.25866 1.54217 1.13554 -0.231 -0.238 -0.184
H -5.03108 0.99693 -0.38647 0.289 -0.161 0.230
H -4.47468 -0.20298 0.83427 0.059 0.362 -0.093
C 2.37196 -2.93360 1.00696 -0.061 -0.397 0.450
H 3.34999 -3.36728 0.76450 -0.261 0.053 -0.068
H 2.14442 -3.15960 2.05808 0.089 -0.104 -0.273
H 1.59648 -3.39691 0.38826 0.090 0.098 0.085
C 4.14507 -0.74594 1.08078 0.164 0.234 0.301
H 4.28350 -0.47204 2.13364 0.126 -0.058 -0.235
H 4.76902 -1.62103 0.86072 -0.131 0.249 -0.055
H 4.45766 0.10111 0.45923 -0.094 -0.143 0.146
Cl 1.67250 2.47965 5.20974 -0.060 0.130 0.121
C 0.06696 1.87293 4.80813 0.053 -0.202 0.024
Cl -1.26466 2.93531 5.26665 0.096 0.098 0.058
C 0.00334 1.64134 3.31682 -0.263 -1.014 -1.196
O -0.25549 0.48541 2.89427 0.151 1.777 1.327
O 0.24026 2.67526 2.53287 -0.327 -1.504 -1.033
H -0.06967 0.91616 5.31545 0.006 0.240 -0.161
```
Forces are in eV/Å.

Results
Relative energy (zero: lowest compared OMol25 entry of this formula, charge and spin) (eV): 3.251
Spin multiplicity: 8
LUMO (spin up / spin down) (eV): -2.55 / -2.48
Gap between HOMO and LUMO (spin up / spin down) (eV): 8.22 / 9.08
Net charge: +1
Electronic energy (Ha): -3178.7083
E_HOMO (spin up / spin down) (eV): -10.8 / -11.6



# C13H24Cl4EuNO7

A molecular structure, C13H24Cl4EuNO7 (ωB97M-V/def2-TZVPD, the OMol25 dataset).

Structure (XYZ):
```
50
Properties=species:S:1:pos:R:3:forces:R:3
Eu 0.00815 -0.28387 -0.81209 -0.116 0.014 0.594
C 2.34162 0.64828 1.96833 -0.035 0.002 0.015
C 2.64446 -0.72788 1.40312 0.059 -0.075 -0.013
O 1.44322 -1.46592 1.19608 -0.043 0.002 -0.120
C 0.81934 -1.98123 2.35510 -0.010 0.011 0.004
C -0.55029 -2.43991 1.90858 -0.064 -0.004 -0.030
O -1.23393 -1.34259 1.31537 -0.054 -0.029 -0.079
C -2.19109 -0.63580 2.08593 -0.025 -0.086 0.054
C -1.66576 0.75015 2.37297 -0.007 -0.011 0.010
O -1.38487 1.31733 1.11016 0.042 0.080 0.031
C -0.67639 2.54600 1.13942 -0.091 0.052 -0.028
C 0.71785 2.37392 1.72669 0.016 -0.049 0.063
O 1.21147 1.13358 1.26598 0.024 -0.016 -0.114
H 2.11146 0.62588 3.04268 -0.012 -0.020 -0.018
H 3.20755 1.30348 1.82437 -0.001 -0.020 -0.009
H 3.11124 -0.65577 0.41825 -0.018 0.041 0.037
H 3.32137 -1.27683 2.06594 -0.008 0.030 0.006
H 1.40655 -2.81059 2.76565 -0.032 -0.015 -0.018
H 0.72375 -1.20916 3.12830 0.006 0.009 -0.004
H -0.46747 -3.19985 1.12873 0.072 0.014 0.012
H -1.12974 -2.85483 2.73693 0.042 0.022 0.026
H -3.10669 -0.58069 1.49253 0.022 0.051 -0.012
H -2.41574 -1.16953 3.01354 0.032 0.031 0.009
H -2.40646 1.35386 2.91257 -0.009 -0.024 -0.019
H -0.76045 0.68096 2.98565 0.010 0.009 -0.008
H -0.61971 2.85391 0.09864 0.024 0.010 -0.003
H -1.23580 3.30609 1.69739 0.046 -0.024 0.042
H 1.36558 3.19896 1.41205 -0.027 0.004 -0.026
H 0.69667 2.36663 2.82435 -0.013 0.002 -0.017
C -4.11875 0.41438 -1.96021 0.001 0.057 -0.066
C -2.82721 1.04322 -2.38886 -0.038 -0.156 0.107
N -2.74671 1.56394 -3.61959 0.013 0.003 -0.021
O -1.86576 1.07969 -1.61997 0.092 0.035 -0.064
H -4.91918 0.50946 -2.69135 0.021 0.018 -0.029
H -4.42248 0.87885 -1.02314 -0.012 -0.047 0.026
H -3.89920 -0.63980 -1.78144 -0.005 -0.003 0.029
H -3.50007 1.46606 -4.27500 0.026 0.006 -0.025
H -1.85040 1.89982 -3.93514 -0.019 -0.005 -0.026
Cl 4.21206 -3.83482 -2.76999 -0.027 0.034 -0.010
C 3.13924 -2.51092 -3.29518 0.193 -0.046 -0.047
Cl 1.67769 -3.19698 -3.99079 -0.044 -0.005 -0.012
Cl 3.97219 -1.53455 -4.52480 -0.015 -0.014 0.020
C 2.86234 -1.60054 -2.04728 -0.059 0.105 0.036
O 3.82026 -1.04318 -1.54212 0.045 -0.073 -0.056
O 1.64765 -1.55573 -1.69230 0.119 0.150 -0.002
Cl -1.59511 -2.11066 -1.85376 -0.180 -0.077 -0.084
C 1.13000 1.63024 -1.77587 -0.102 -0.245 -0.009
H 1.09247 1.57501 -2.87049 0.038 0.060 -0.017
H 2.17724 1.54528 -1.46356 0.044 0.084 -0.061
H 0.72785 2.59665 -1.46241 0.080 0.106 -0.072
```
Forces are in eV/Å.

Results
Relative energy (zero: lowest compared OMol25 entry of this formula, charge and spin) (eV): 0.000
Spin multiplicity: 7
LUMO (spin up / spin down) (eV): -0.04 / 0.17
Gap between HOMO and LUMO (spin up / spin down) (eV): 7.58 / 7.79
Electronic energy (Ha): -3642.3415
E_HOMO (spin up / spin down) (eV): -7.6 / -7.6



Number 1: largest force on an atom 10.13 eV Å⁻¹. Number 2: largest force on an atom 4.75 eV Å⁻¹. Number 3: largest force on an atom 0.61 eV Å⁻¹.